Density functional theory data (ωB97M-V with the def2-TZVPD basis set) for the molecule C3H6N2O2.

The LUMO energy comes out at 0.6 eV. Its frontier orbital gap is 10.20 eV. For the HOMO energy, the calculation gives -9.63 eV. Its relative energy (zero: lowest compared OMol25 entry of this formula, charge and spin) is 87.2 kcal/mol. For the total energy, the calculation gives -377.820401 Eh. The value obtained for the strongest force on any atom is 4.30 eV/A. Its structure (SMILES) is O=CN/N=C\CO.

Bonds (Å) are listed after each position.
Atoms and positions in Å:
1 O 3.13 -0.88 -0.21  C2 1.203
2 C 2.08 -0.41 0.14  O1 1.203, N3 1.407, H8 1.182
3 N 1.58 0.71 -0.55  C2 1.407, N4 1.415, H9 1.020
4 N 0.46 1.36 0.01  N3 1.415, C5 1.310
5 C -0.70 0.75 0.14  N4 1.310, C6 1.459, H10 1.022
6 C -1.27 -0.58 -0.04  C5 1.459, O7 1.377, H11 1.126, H12 1.122
7 O -2.58 -0.55 -0.48  C6 1.377, H13 0.917
8 H 1.44 -0.78 1.06  C2 1.182
9 H 2.29 1.39 -0.83  N3 1.020
10 H -1.36 1.49 0.38  C5 1.022
11 H -0.72 -1.24 -0.77  C6 1.126
12 H -1.32 -1.13 0.93  C6 1.122
13 H -3.02 -0.13 0.21  O7 0.917